[1]
Computed, not measured: 14 unconnected molecules or ions with the total composition C65H132F24N7O18PS6 at a distorted geometry, with ωB97M-V/def2-TZVPD.

- Max |F|: 0.0956 Eh/bohr
- Total energy: -256348.982 eV
- Frontier orbital gap: 7.22 eV
- 2S+1: 1

Structure (XYZ):
```
253
Properties=species:S:1:pos:R:3:mulliken_charge:R:1
P 0.39053 -0.38209 -0.38938 2.48
F -0.06711 0.25423 -1.78265 -0.03
F -0.00132 -1.80621 -1.04933 -1.00
F 1.87489 -0.68117 -0.99633 -0.57
F 0.79121 -1.30748 0.93450 -0.54
F 0.70692 1.05426 0.33981 -0.56
F -1.10170 -0.23181 0.23841 -0.45
C -3.96662 -6.27842 -5.87357 -1.60
C -2.90653 -5.55429 -5.11920 -0.33
C -3.45744 -4.79983 -3.89996 -0.63
N -2.35572 -4.40340 -2.86047 1.09
C -1.14579 -3.75147 -3.53734 -1.14
C -2.97230 -3.51627 -1.75666 -0.23
C -2.54940 -4.13732 -0.43448 1.49
C -1.54684 -5.21411 -0.72681 -0.45
C -1.97137 -5.68341 -2.13400 -1.18
H -3.92106 -7.32329 -5.56654 0.40
H -3.87706 -6.42110 -6.95048 0.39
H -4.99418 -5.94676 -5.72449 0.36
H -2.50442 -4.80563 -5.80178 0.22
H -2.06752 -6.22790 -4.94480 0.42
H -4.37946 -5.18737 -3.46662 0.84
H -3.62445 -3.78151 -4.25100 -0.01
H -1.56338 -2.84614 -3.97792 0.19
H -0.75304 -4.58362 -4.12161 0.50
H -0.37107 -3.56204 -2.79435 0.25
H -2.64852 -2.49339 -1.94901 -0.28
H -4.04196 -3.61182 -1.94318 0.17
H -2.04060 -3.40409 0.19130 -1.23
H -3.36502 -4.62023 0.10374 0.50
H -0.49998 -4.93849 -0.59949 0.00
H -1.70498 -6.06943 -0.06993 0.40
H -1.13762 -6.15292 -2.65603 0.44
H -2.81115 -6.33598 -1.89519 0.39
C 3.62095 1.72526 -0.06966 -1.14
C 4.72810 2.70675 -0.23890 0.97
C 4.61765 3.76344 0.84700 -0.38
N 5.98055 4.39346 1.29289 0.35
C 6.72492 3.27223 2.00398 -1.09
C 5.83105 5.66983 2.10197 -0.54
C 5.49194 6.83009 1.13758 -0.56
C 6.40224 6.50024 -0.06298 -0.79
C 6.73209 4.94396 0.00818 -0.13
H 3.78412 0.81508 -0.64676 0.38
H 2.77084 2.20659 -0.55312 0.16
H 3.18076 1.41195 0.87700 -0.38
H 4.78788 3.09763 -1.25465 -0.14
H 5.63639 2.10552 -0.19844 0.02
H 4.22068 3.44424 1.81065 0.20
H 4.02013 4.59134 0.46535 0.18
H 7.10659 2.62326 1.21577 0.49
H 6.18190 2.75523 2.79516 0.23
H 7.58064 3.80458 2.41923 0.46
H 6.80606 5.92696 2.51592 0.48
H 5.07024 5.48401 2.86008 0.32
H 5.67170 7.85106 1.47434 0.50
H 4.46164 6.80791 0.78245 0.18
H 7.33283 7.06671 -0.02837 0.31
H 6.19883 6.82569 -1.08318 0.41
H 7.76807 4.60551 0.02598 0.50
H 6.33925 4.43010 -0.86915 0.03
C 0.02151 2.72938 9.06624 -1.37
C 0.61867 2.72386 7.64733 -0.16
C -0.45931 3.13433 6.58475 -0.46
N 0.18927 3.46782 5.18282 0.88
C 0.94828 4.78937 5.31025 -1.32
C -0.80312 3.62067 4.03794 -0.63
C -0.06414 3.17162 2.73371 0.65
C 1.36423 2.68417 3.14265 0.81
C 1.30303 2.48211 4.65327 -1.13
H 0.12405 3.74237 9.45536 0.35
H 0.49274 2.01494 9.74124 0.37
H -1.04142 2.49149 9.02531 0.35
H 1.25347 1.91415 7.28749 0.34
H 1.39364 3.48372 7.74798 0.22
H -0.99412 4.04057 6.86904 0.39
H -1.01518 2.22432 6.35894 0.17
H 1.86800 4.52753 5.83340 0.42
H 0.21925 5.50278 5.69452 0.33
H 1.16798 5.12334 4.29620 0.49
H -1.28728 4.59681 4.00911 0.35
H -1.62058 2.91502 4.18602 -0.16
H -0.10415 3.93228 1.95403 0.62
H -0.60731 2.32497 2.31389 -1.07
H 2.13340 3.44033 2.98552 -0.13
H 1.76822 1.75445 2.74201 -0.27
H 2.29602 2.58624 5.09056 0.52
H 0.99520 1.49615 5.00142 0.35
C -7.56706 -0.26990 4.71147 -1.22
C -6.18993 -0.51573 5.18441 -0.52
C -5.36601 -1.13966 4.03972 -0.46
N -3.86188 -1.51506 4.28578 1.06
C -3.78980 -2.54606 5.42210 -1.08
C -3.26404 -2.16046 3.01874 -0.34
C -1.86662 -1.84633 3.03351 2.13
C -1.70138 -0.54251 3.81772 0.84
C -3.01686 -0.21669 4.40018 -0.80
H -8.00595 -1.23573 4.46115 0.32
H -7.52340 0.45716 3.90057 0.21
H -8.04956 0.19568 5.57086 0.44
H -5.98284 -1.23581 5.97604 0.49
H -5.69944 0.40391 5.50344 0.25
H -5.49799 -0.52286 3.15077 -0.25
H -5.85942 -2.04806 3.69407 0.79
H -4.52481 -3.35056 5.44715 0.21
H -4.03923 -1.91170 6.27268 0.47
H -2.78202 -2.95443 5.34653 0.36
H -3.51733 -3.22037 2.99538 0.78
H -3.70307 -1.64583 2.16404 -0.85
H -1.23489 -2.65801 3.39429 -0.06
H -1.49607 -1.72804 2.01528 -1.58
H -1.06894 -0.76455 4.67726 0.31
H -1.26109 0.22582 3.18217 -0.64
H -2.97094 0.14309 5.42807 0.48
H -3.49438 0.54931 3.78918 -0.15
C 2.31212 -2.00479 -8.76310 -1.42
C 2.03878 -2.27052 -7.22955 -0.10
C 2.46093 -0.90950 -6.51733 -0.80
N 2.37021 -0.87337 -4.91683 0.85
C 3.38507 0.14793 -4.30315 -0.41
C 3.16720 1.65727 -4.68316 -1.39
C 1.82468 2.07071 -4.22504 1.09
C 0.78260 1.20549 -4.93962 -0.53
C 0.90480 -0.28311 -4.54146 -0.30
C 2.57122 -2.29753 -4.33933 -1.42
H 3.32903 -1.67046 -8.96857 0.35
H 1.66304 -1.15585 -8.97782 0.36
H 2.10685 -2.82642 -9.44931 0.40
H 2.63886 -3.05407 -6.76688 0.34
H 0.98370 -2.48285 -7.05696 0.16
H 1.78990 -0.12890 -6.87578 0.36
H 3.42439 -0.59378 -6.91752 0.53
H 4.38799 -0.20481 -4.54358 0.67
H 3.30550 0.07296 -3.21864 -0.19
H 3.17109 1.67288 -5.77303 0.36
H 4.06720 2.09367 -4.24995 0.58
H 1.65688 3.13691 -4.37718 0.53
H 1.75900 1.86875 -3.15593 -0.84
H 0.90578 1.42213 -6.00075 0.62
H -0.22581 1.40554 -4.57745 -0.23
H 0.25781 -0.90002 -5.16510 -0.31
H 0.90079 -0.64735 -3.51413 0.25
H 1.60627 -2.76731 -4.52981 0.64
H 2.94838 -2.19377 -3.32194 0.11
H 3.35071 -2.75049 -4.95198 0.56
C -0.97616 4.04036 -2.24018 -1.58
C -1.95277 2.75028 -2.12308 1.42
C -3.41400 3.24396 -1.82755 -0.77
N -4.43923 2.00930 -1.58379 0.30
C -4.49005 1.25907 -2.93580 -0.89
C -5.65007 0.19177 -2.96161 0.63
C -7.00081 0.85093 -2.50835 -1.38
C -6.92483 1.66968 -1.23707 0.02
C -5.78437 2.68121 -1.25781 -0.95
C -4.02967 1.06741 -0.38300 0.85
H 0.04559 3.74477 -2.47843 0.03
H -0.79932 4.47779 -1.25759 0.35
H -1.31206 4.80656 -2.93889 0.51
H -1.50639 2.06114 -1.40619 -0.46
H -1.79090 2.30333 -3.10397 -0.29
H -3.82597 3.96619 -2.53236 0.68
H -3.44868 3.72470 -0.84991 0.37
H -4.82263 1.93256 -3.72566 0.23
H -3.46205 0.98330 -3.17087 0.26
H -5.68292 -0.31084 -3.92826 0.18
H -5.47312 -0.66871 -2.31634 -0.42
H -7.28141 1.59449 -3.25433 0.37
H -7.83691 0.16411 -2.63997 0.50
H -7.83679 2.21518 -0.99449 0.66
H -6.84779 0.97242 -0.40281 -0.20
H -5.82404 3.37763 -2.09539 0.59
H -5.77576 3.27978 -0.34690 0.36
H -4.80520 0.79992 0.33471 -0.22
H -3.32088 1.63951 0.21568 -0.19
H -3.35393 0.30829 -0.77698 -0.37
C 3.88021 -3.56437 -0.95686 -0.55
C 4.14390 -4.03790 0.49048 -1.03
C 3.34705 -3.20556 1.52367 0.57
N 3.92635 -3.05773 2.96099 0.73
C 2.94407 -2.17477 3.87306 -1.24
C 3.27086 -0.73078 4.05998 0.92
C 4.79878 -0.41702 4.25126 -1.10
C 5.56791 -0.92039 3.05842 0.18
C 5.38064 -2.50945 3.05305 -1.15
C 3.85822 -4.47827 3.65519 -1.10
H 2.80175 -3.61421 -1.10703 0.02
H 4.46658 -4.29518 -1.51380 0.47
H 4.41178 -2.64873 -1.21593 -0.10
H 5.22157 -4.05796 0.65273 0.55
H 3.89621 -5.08917 0.63743 0.27
H 2.35849 -3.63495 1.68638 0.04
H 3.17663 -2.18407 1.18364 -0.25
H 1.90447 -2.37331 3.61242 0.37
H 3.06137 -2.45911 4.91877 0.52
H 2.77409 -0.19586 3.25053 -0.65
H 2.74436 -0.42117 4.96277 0.41
H 4.81300 0.67280 4.26415 0.17
H 5.19053 -0.89876 5.14713 0.45
H 5.24845 -0.47830 2.11470 -0.26
H 6.64479 -0.78462 3.15830 0.51
H 6.04900 -3.01747 2.35785 0.54
H 5.78150 -2.83709 4.01224 0.52
H 4.52173 -5.13819 3.09630 0.41
H 2.80968 -4.73651 3.50692 0.28
H 4.09892 -4.46934 4.71825 0.45
C -0.01302 -6.34143 2.77977 0.57
F -1.24279 -6.46942 2.19691 -0.24
F 0.20245 -5.03436 3.02774 -0.23
F -0.02137 -6.88632 3.98109 -0.25
S 1.55794 -7.04792 1.77461 0.95
O 1.64318 -6.26278 0.56141 -0.56
O 2.73530 -6.80825 2.63515 -0.61
O 1.18417 -8.43356 1.46549 -0.66
C -5.78957 3.12022 2.90867 0.44
F -6.20360 2.61896 1.69895 -0.13
F -6.77844 3.57262 3.64367 -0.25
F -5.17080 2.19193 3.64970 -0.16
S -4.33516 4.46831 2.62154 1.04
O -4.92098 5.64693 1.92109 -0.74
O -3.83503 4.73065 3.94208 -0.65
O -3.35074 3.77942 1.76348 -0.51
C 3.28982 5.86183 -3.52227 0.55
F 2.37251 5.57468 -4.45956 -0.20
F 4.04080 4.75557 -3.26921 -0.19
F 4.18739 6.82946 -3.88497 -0.25
S 2.34182 6.41744 -2.02697 0.89
O 1.79669 5.16808 -1.42146 -0.40
O 3.28933 7.02763 -1.11623 -0.65
O 1.23502 7.31413 -2.46485 -0.69
C -4.48536 -1.33481 -6.43832 0.47
F -4.77248 -2.28724 -7.25321 -0.20
F -5.18059 -0.15424 -6.67701 -0.24
F -4.71417 -1.78590 -5.20741 -0.11
S -2.66222 -0.84626 -6.74650 1.11
O -1.80789 -2.10031 -6.80991 -0.69
O -2.62450 -0.14701 -7.98897 -0.67
O -2.33948 0.08143 -5.62442 -0.65
C 7.42115 0.66150 -2.94245 0.51
F 6.35612 1.39557 -3.34565 -0.12
F 8.17206 0.31232 -4.05843 -0.26
F 8.21723 1.23536 -2.10897 -0.21
S 6.72498 -0.98265 -2.16910 1.13
O 6.34402 -0.86217 -0.76181 -0.64
O 5.63589 -1.49076 -3.03717 -0.61
O 7.96316 -1.81607 -2.19805 -0.74
C -7.78653 -2.39985 0.78844 0.27
F -8.57329 -3.42793 0.92408 -0.19
F -8.25739 -1.50870 -0.16877 -0.20
F -7.68742 -1.67603 1.93288 -0.15
S -5.95076 -3.01428 0.42003 1.06
O -5.61559 -3.72677 1.69008 -0.75
O -6.12066 -3.98337 -0.72863 -0.68
O -5.07529 -1.82318 0.27146 -0.22
```


[2]
Computed, not measured: 7 unconnected molecules or ions with the total composition H14O6S at a distorted geometry, with ωB97M-V/def2-TZVPD.

- Max |F|: 0.0248 Eh/bohr
- ⟨S²⟩: 0.757
- Total energy: -23337.408 eV
- Frontier orbital gap (alpha / beta): 10.25 / 3.80 eV
- 2S+1: 2
- Relative energy (zero: lowest compared OMol25 entry of this formula, charge and spin): 66.9 kJ/mol
- Total charge: +1

Structure (XYZ):
```
21
Properties=species:S:1:pos:R:3:nbo_charge:R:1
S -2.76421 -2.19961 -0.19641 0.32
H -3.44656 -1.65319 0.85835 0.19
H -3.80186 -1.99947 -0.98866 0.16
H 0.77198 0.17377 2.47870 0.47
H -0.39136 -0.66262 2.07823 0.45
O 0.13096 -0.45246 2.84938 -0.92
H -1.61803 -0.85867 -2.78671 0.46
H -1.33319 0.42094 -3.59770 0.49
O -1.17381 -0.01333 -2.74532 -0.95
H 2.70373 -0.31983 0.91099 0.49
H 3.97054 -0.63130 0.20809 0.49
O 3.09860 -0.32015 0.03483 -0.96
H 2.06944 1.72070 -2.23716 0.49
H 2.23641 1.12408 -0.82385 0.51
O 1.68122 1.71932 -1.35844 -1.00
H -1.30784 0.90701 -0.41925 0.49
H 0.20900 1.39554 -0.26160 0.53
O -0.59976 1.13183 0.22142 -0.73
H 2.47341 2.57200 1.28069 0.49
H 1.30919 2.30388 2.15076 0.48
O 2.03242 1.85697 1.72105 -0.97
```


[3]
Computed, not measured: a molecular structure, C12H28N7O13Pb at a distorted geometry, with ωB97M-V/def2-TZVPD.

- Max |F|: 0.1579 Eh/bohr
- Total energy: -55176.004 eV
- Frontier orbital gap: 2.34 eV
- 2S+1: 1
- Relative energy (zero: lowest compared OMol25 entry of this formula, charge and spin): 1249.8 kJ/mol
- Total charge: -1

Structure (XYZ):
```
61
Properties=species:S:1:pos:R:3:nbo_charge:R:1
Pb -0.46119 -0.79679 0.18506 1.28
N 3.23474 -1.47956 4.33512 0.72
O 2.18158 -1.52739 4.94928 -0.48
O 4.30545 -1.77963 4.86006 -0.50
O 3.07242 -0.96156 3.30092 -0.47
N -2.20667 -5.79061 3.33948 0.71
O -3.00052 -5.23693 4.07038 -0.47
O -1.98150 -7.00784 3.31218 -0.51
O -1.78380 -5.05407 2.44552 -0.51
N -4.64672 1.24523 3.93376 0.73
O -4.02094 0.60294 3.15948 -0.50
O -4.40609 1.04181 5.09583 -0.49
O -5.52352 1.98784 3.55425 -0.52
C 2.40817 2.48477 -5.59717 -0.71
C 2.89456 2.24942 -4.15888 0.68
O 2.17931 1.71683 -3.31143 -0.64
N 4.15948 2.66268 -3.86425 -0.62
C 4.88238 2.39225 -2.60709 -0.43
H 2.15460 3.53687 -5.72704 0.23
H 1.50284 1.90661 -5.78208 0.25
H 3.25077 2.34098 -6.27355 0.22
H 4.75048 3.11296 -4.54840 0.39
H 4.47561 1.51081 -2.11143 0.23
H 4.74930 3.12609 -1.81218 0.20
H 5.97153 2.37960 -2.64848 0.21
C 0.33595 6.17329 3.44031 -0.73
C 0.55748 4.71500 3.80673 0.68
O 0.50282 3.82055 2.99586 -0.64
N 0.68909 4.46296 5.09504 -0.60
C 0.89732 5.36252 6.21751 -0.43
H -0.41576 6.66129 4.06070 0.22
H -0.18817 6.12492 2.48583 0.24
H 1.30533 6.67063 3.47284 0.22
H 0.93265 3.49135 5.22447 0.41
H 1.07660 6.38562 5.88700 0.21
H 1.89773 5.24787 6.63480 0.20
H 0.06348 5.18334 6.89626 0.22
C 3.95868 -5.18821 -1.15896 -0.69
C 3.22616 -4.52429 -2.34368 0.66
O 2.01779 -4.14448 -2.24312 -0.70
N 3.85285 -4.28095 -3.41508 -0.58
C 3.35072 -3.72071 -4.71096 -0.43
H 3.23291 -5.63055 -0.47654 0.26
H 4.52098 -4.50731 -0.51996 0.24
H 4.62300 -5.85993 -1.70265 0.20
H 4.77846 -4.64673 -3.58706 0.38
H 3.91208 -2.89081 -5.14019 0.20
H 2.38023 -3.26094 -4.52421 0.24
H 3.23562 -4.53189 -5.42988 0.20
C -6.67306 0.53197 -1.84918 -0.72
C -5.99432 -0.86626 -1.76853 0.68
O -4.77533 -1.10970 -1.86443 -0.68
N -6.92827 -1.76473 -1.60012 -0.59
C -6.61710 -3.20035 -1.32729 -0.42
H -6.05503 1.11397 -2.53286 0.23
H -6.52028 1.08230 -0.92079 0.25
H -7.75486 0.52149 -1.98220 0.21
H -7.87565 -1.42901 -1.50089 0.39
H -7.57551 -3.71952 -1.32275 0.20
H -6.21527 -3.37488 -0.32921 0.22
H -5.90157 -3.56115 -2.06617 0.22
```